Entry 1:
Here is a molecular structure, C6H15N in a non-equilibrium geometry from the OMol25 dataset. Energies are from ωB97M-V/def2-TZVPD.

```
22
Properties=species:S:1:pos:R:3:forces:R:3:mulliken_charge:R:1
N -0.079 0.839 -0.456 2.687 0.654 -0.551 -0.597
C 0.201 -0.004 -1.416 -4.870 2.078 -1.214 -0.063
C 1.940 1.535 0.877 0.684 -0.904 -0.981 -1.433
C 0.170 -1.426 -1.305 1.971 -0.479 0.153 -0.551
C -0.218 0.915 1.967 -0.441 0.393 0.574 -1.721
C -0.787 -2.107 -0.372 1.179 0.388 1.233 -0.949
C 0.716 0.640 0.783 -3.302 -0.551 0.865 0.984
H 0.843 -0.438 0.906 1.195 0.037 -0.075 0.177
H -0.817 -3.178 -0.554 -0.194 0.031 -0.177 0.360
H 0.558 -2.039 -2.093 -0.183 0.173 -0.823 0.470
H -3.063 0.479 -2.241 -0.019 0.022 0.024 -0.221
H -1.769 -1.620 -0.425 0.177 -0.124 -0.139 0.256
H -0.428 -1.985 0.655 -0.373 -0.143 0.134 0.201
H 0.185 0.465 2.879 0.001 0.208 0.062 0.374
H -0.095 0.331 -2.427 0.787 0.349 -0.142 0.432
H 2.136 2.011 -0.082 -0.160 0.138 -0.077 0.362
H 1.859 2.303 1.629 -0.070 0.105 0.289 0.367
H 1.286 -0.732 -1.126 0.222 -2.222 0.900 0.198
H -3.801 0.558 -2.245 0.027 -0.019 -0.013 0.223
H 2.815 0.903 1.053 0.064 0.236 0.317 0.317
H -0.405 1.972 2.137 0.527 0.359 0.022 0.447
H -1.246 0.578 1.855 0.090 -0.727 -0.382 0.367
```
Positions in Å, forces in eV/Å.

Properties
gap between HOMO and LUMO	0.3161	hartree
DFT total energy	-292.165802	Ha
LUMO energy	0.86	eV
charge	0
largest force on an atom	5.43	eV/A

---

Entry 2:
Here is a molecular structure, C6H15N in a non-equilibrium geometry from the OMol25 dataset. Energies are from ωB97M-V/def2-TZVPD.

```
22
Properties=species:S:1:pos:R:3:forces:R:3:mulliken_spin:R:1
N 0.738 0.220 0.221 -0.832 -1.578 0.724 0.787
C 0.471 0.645 -2.191 0.737 1.194 0.193 0.018
C 0.177 -2.105 0.759 1.659 -1.269 0.889 0.153
C -1.079 1.671 -0.442 -0.508 1.060 2.032 0.086
C -0.211 0.474 -0.834 -0.559 0.311 -1.738 -0.028
C 1.197 -2.808 -0.165 -1.743 0.797 -0.951 0.003
C 0.323 -0.754 1.115 1.116 0.968 -0.664 -0.095
H 2.075 -2.172 -0.241 0.075 -0.013 0.060 0.001
H 0.649 -0.285 -2.724 0.093 -0.068 0.178 0.002
H 0.785 -2.926 -1.169 0.206 -0.230 -0.126 0.008
H -1.831 1.913 -1.210 0.185 -0.495 0.424 0.001
H -1.268 4.399 4.050 -0.018 0.036 0.020 0.000
H -0.958 -0.328 -1.005 0.297 -0.306 0.707 0.017
H -0.570 2.624 -0.208 0.444 -0.571 -0.579 -0.001
H -0.887 -1.195 0.780 0.060 -0.384 -0.572 0.003
H -1.034 3.804 3.678 0.019 -0.038 -0.024 0.000
H -0.291 -2.825 1.436 0.159 0.698 0.430 -0.002
H 1.413 -3.802 0.242 -0.186 0.353 0.032 0.002
H -0.063 1.334 -2.859 -0.192 -0.366 0.298 0.000
H 0.483 -0.509 2.162 -1.015 0.136 0.427 0.041
H -1.530 1.463 0.582 -0.105 0.036 -1.399 -0.001
H 1.413 1.162 -1.974 0.108 -0.272 -0.362 0.004
```
Positions in Å, forces in eV/Å.

Properties
multiplicity	2
<S²>	0.7579
gap between HOMO and LUMO (spin up / spin down)	0.3337 / 0.3226	hartree
DFT total energy	-291.892925	Ha
LUMO energy (spin up / spin down)	-5.59 / -6.51	eV
charge	+1
largest force on an atom	2.35	eV/A

---

Entry 3:
Here is 2 unconnected molecules or ions with the total composition C6H15N2 from the OMol25 dataset. Energies are from ωB97M-V/def2-TZVPD.

```
23
Properties=species:S:1:pos:R:3:forces:R:3:mulliken_charge:R:1
N -0.703 -1.243 -1.066 0.124 0.421 -0.150 -0.598
N -0.640 -0.428 1.428 0.652 0.509 -0.468 0.027
C 1.052 0.249 -1.961 -0.516 0.139 0.089 -0.020
C 0.608 -1.174 -1.779 0.286 0.115 0.628 -0.627
C -0.974 1.915 0.839 0.007 0.799 0.092 -1.013
C 2.185 0.795 -1.541 -0.288 0.039 0.311 -0.820
C -0.078 0.934 1.573 -0.555 -0.146 0.272 -0.352
C -1.070 -1.094 2.408 0.086 -0.393 -0.013 -0.152
H 0.318 0.901 -2.434 0.245 -0.162 -0.563 0.362
H -0.892 1.826 -0.242 -0.297 -0.242 -0.026 0.205
H -2.001 1.863 1.206 -0.071 -0.421 -0.321 0.360
H 0.927 0.883 1.160 0.048 0.180 -0.012 0.193
H -1.163 -2.123 -1.277 -0.020 -0.061 0.236 0.294
H -0.038 1.185 2.633 0.151 -0.069 -0.007 0.381
H -0.602 -0.838 0.272 -0.447 -0.400 0.522 0.343
H 2.839 0.323 -0.815 0.286 -0.283 -0.499 0.311
H -1.327 -0.513 -1.408 0.023 -0.094 -0.273 0.289
H 1.341 -1.702 -1.165 -0.026 -0.086 -0.077 0.324
H -1.047 -0.709 3.425 -0.036 0.087 -0.079 0.257
H 0.539 -1.695 -2.734 -0.006 0.136 -0.077 0.359
H -0.726 2.959 1.047 0.487 -0.191 0.115 0.350
H -1.428 -2.104 2.237 -0.113 0.047 0.024 0.252
H 2.431 1.800 -1.859 -0.019 0.075 0.274 0.275
```
Positions in Å, forces in eV/Å.

Properties
gap between HOMO and LUMO	0.3707	hartree
DFT total energy	-346.839963	Ha
LUMO energy	-3.49	eV
charge	+1
largest force on an atom	0.95	eV/A

---

Entry 4:
Here is 2 unconnected molecules or ions with the total composition C6H15N2 in a non-equilibrium geometry from the OMol25 dataset. Energies are from ωB97M-V/def2-TZVPD.

```
23
Properties=species:S:1:pos:R:3:forces:R:3:mulliken_charge:R:1
N 1.408 -2.926 -1.333 0.034 -0.159 0.719 -0.416
N -0.956 0.683 -0.006 1.133 -0.690 0.216 -0.189
C 2.098 -2.520 -0.167 -0.939 -0.161 1.280 -0.600
C -1.810 1.163 -1.053 0.208 0.869 -0.326 -0.283
C 1.193 -0.161 0.488 0.425 -3.183 -0.518 0.043
C 2.329 -0.985 -0.016 1.084 2.951 0.842 -0.578
C 0.285 0.441 -0.362 -1.326 2.365 -1.194 -0.341
C -2.186 2.650 -0.702 -0.062 -1.282 1.580 -1.043
H 0.858 -0.384 1.497 0.109 0.354 0.225 0.386
H -1.292 1.130 -2.003 -0.004 -0.118 -0.449 0.334
H 1.722 -2.577 -2.221 0.158 -0.011 -0.072 0.251
H 3.084 -2.923 -0.014 0.539 -0.267 -0.678 0.329
H 1.621 -2.797 0.788 -0.439 -0.437 -0.725 0.340
H 0.601 0.818 -1.345 0.167 -0.643 0.034 0.388
H -2.500 2.553 0.347 -0.398 0.465 -0.250 0.326
H -1.325 3.313 -0.647 0.081 -0.087 -0.569 0.308
H -2.933 1.955 4.980 -0.007 0.034 -0.039 -0.057
H 2.853 -0.633 -0.914 -0.747 0.236 -0.072 0.457
H -2.854 1.499 5.557 0.008 -0.034 0.037 0.057
H 0.409 -2.991 -1.251 -0.078 0.005 -0.115 0.249
H -2.692 0.513 -1.090 -0.019 0.316 0.183 0.336
H -3.003 3.032 -1.306 0.145 -0.070 -0.144 0.350
H 3.091 -0.852 0.772 -0.071 -0.453 0.037 0.351
```
Positions in Å, forces in eV/Å.

Properties
gap between HOMO and LUMO	0.2304	hartree
DFT total energy	-346.718534	Ha
LUMO energy	-7.22	eV
charge	+1
largest force on an atom	3.25	eV/A

---

Entry 5:
Here is a gas-phase ion, C6H15N2 (charge +1) in a non-equilibrium geometry from the OMol25 dataset. Energies are from ωB97M-V/def2-TZVPD.

```
23
Properties=species:S:1:pos:R:3:forces:R:3:mulliken_charge:R:1
N 0.401 -0.211 1.171 0.388 -1.089 0.451 -0.155
N -0.879 1.914 -0.312 -0.264 -0.369 0.276 -0.278
C 0.839 -1.572 1.660 -0.659 -0.667 -0.082 -0.671
C 1.135 -2.341 0.372 0.582 1.269 -0.252 -0.538
C -0.901 3.113 -1.136 0.714 0.982 -0.164 -0.921
C -0.374 -0.461 -0.098 0.089 0.473 -0.496 0.093
C -0.332 0.751 -0.986 -0.071 0.627 -0.482 -1.063
C 0.221 -1.712 -0.717 -0.203 -1.320 0.655 -0.804
H -0.783 2.942 -2.206 -0.119 -0.425 -0.130 0.314
H -0.838 0.536 -1.939 -0.132 -0.239 0.138 0.496
H 0.696 0.974 -1.293 0.148 -0.065 0.206 0.433
H 1.688 -1.463 2.317 0.175 0.073 0.171 0.403
H -0.178 0.276 1.857 0.402 0.305 -0.141 0.366
H 1.037 -3.406 0.493 -0.103 -0.266 0.022 0.374
H -1.822 1.709 0.008 0.071 0.004 -0.159 0.257
H 1.288 0.266 1.012 -0.393 0.743 -0.207 0.398
H -1.812 3.685 -1.022 -0.309 -0.062 0.225 0.338
H 0.759 -1.539 -1.642 0.082 0.243 -0.016 0.391
H 2.165 -2.112 0.104 0.186 -0.301 -0.044 0.280
H -0.560 -2.443 -0.936 -0.123 0.292 -0.166 0.334
H -1.390 -0.616 0.242 -0.273 -0.189 0.072 0.349
H 0.024 -2.038 2.213 -0.104 0.221 0.024 0.325
H -0.086 3.800 -0.872 -0.084 -0.239 0.100 0.280
```
Positions in Å, forces in eV/Å.

Properties
gap between HOMO and LUMO	0.3599	hartree
DFT total energy	-346.879228	Ha
SMILES	CNC[C@H]1CCC[NH2+]1
LUMO energy	-3.08	eV
charge	+1
largest force on an atom	1.49	eV/A

---

Entry 6:
Here is 2 unconnected molecules or ions with the total composition C6H15N2 from the OMol25 dataset. Energies are from ωB97M-V/def2-TZVPD.

```
23
Properties=species:S:1:pos:R:3:forces:R:3:mulliken_charge:R:1
N 0.924 0.669 -1.635 0.028 0.229 -0.374 -0.558
N 0.899 -1.124 1.518 0.017 -0.057 -0.141 -0.326
C -3.283 -0.196 -0.122 -0.023 -0.093 -0.079 -0.834
C 1.215 -1.882 -0.735 -0.023 -0.450 -0.158 -1.288
C 0.969 -0.822 0.250 -0.114 0.109 0.465 0.596
C -0.083 1.492 0.560 0.157 -0.012 -0.044 -0.724
C 1.372 1.669 0.704 -0.043 -0.070 -0.013 -0.726
C 0.835 0.545 -0.224 0.065 0.557 0.232 0.785
H -3.203 -0.925 0.674 0.024 -0.152 0.164 0.242
H 1.842 2.493 0.189 -0.011 -0.047 -0.129 0.293
H 0.378 1.436 -2.006 -0.020 -0.105 0.026 0.263
H -2.301 0.184 -0.379 0.161 0.077 -0.065 -0.013
H 1.875 1.391 1.617 -0.017 -0.122 0.139 0.225
H 1.016 -2.082 1.823 -0.030 0.098 -0.033 0.260
H 1.122 -2.877 -0.308 0.024 -0.035 0.042 0.449
H 1.876 0.753 -1.973 -0.084 0.056 0.046 0.254
H -3.921 0.615 0.199 -0.107 0.209 0.076 0.293
H 0.728 -0.435 2.239 0.024 -0.037 -0.100 0.214
H -3.720 -0.666 -0.994 -0.053 -0.074 -0.115 0.333
H -0.667 1.078 1.367 -0.017 -0.116 0.077 0.236
H -0.632 2.205 -0.039 0.019 -0.027 -0.104 0.354
H 0.540 -1.755 -1.581 -0.014 0.021 0.075 0.358
H 2.220 -1.764 -1.147 0.037 0.041 0.012 0.313
```
Positions in Å, forces in eV/Å.

Properties
gap between HOMO and LUMO	0.3519	hartree
DFT total energy	-346.858884	Ha
LUMO energy	-4.12	eV
charge	+1
largest force on an atom	0.61	eV/A

---

ΔE to the lowest compared entry with this formula, charge and spin / kcal/mol: 127.5 106.2 45.6 121.8 20.9 33.7